Entry 1:
Molecular formula: C26H38ClNO22
Method: DFT, wB97M-V/def2-TZVPD

SMILES string	C=C[C@H](CN)OCCl.O=C1OCCO1.O=C1OCCO1.O=C1OCCO1.O=C1OCCO1.O=C1OCCO1.O=C1OCCO1.O=C1OCCO1
orbital gap	0.3239	hartree

```
! RIJCOSX wB97M-V def2-TZVPD def2/J DEFGRID3
* xyz 0 1
C 2.69 -4.79 2.37
C 2.01 -4.65 1.23
C 1.27 -3.42 0.79
C 1.95 -2.10 1.18
N 1.69 -1.71 2.56
O -0.12 -3.44 1.14
C -0.41 -3.91 2.40
Cl -0.93 -5.64 2.39
H 3.44 -4.11 2.76
H 2.53 -5.70 2.94
H 1.94 -5.51 0.57
H 1.30 -3.43 -0.30
H 3.01 -2.18 0.92
H 1.53 -1.35 0.51
H 2.10 -2.36 3.21
H 2.03 -0.78 2.75
H 0.36 -3.75 3.13
H -1.28 -3.36 2.75
O -3.91 1.14 -0.98
C -3.66 0.13 -0.39
O -4.58 -0.70 0.13
C -3.91 -1.90 0.55
C -2.49 -1.42 0.77
O -2.40 -0.32 -0.16
H -4.36 -2.30 1.45
H -3.98 -2.64 -0.25
H -2.33 -1.04 1.78
H -1.75 -2.17 0.54
O 2.46 0.43 -3.70
C 1.42 0.78 -3.25
O 0.59 1.67 -3.85
C -0.65 1.65 -3.13
C -0.24 1.15 -1.77
O 0.91 0.34 -2.08
H -1.09 2.65 -3.09
H -1.34 0.98 -3.63
H 0.07 1.96 -1.10
H -1.01 0.56 -1.28
O 0.81 4.77 -2.42
C 0.00 5.48 -2.92
O -1.34 5.38 -2.72
C -1.95 6.53 -3.31
C -0.94 6.95 -4.34
O 0.29 6.48 -3.78
H -2.92 6.27 -3.73
H -2.10 7.28 -2.53
H -1.09 6.45 -5.30
H -0.91 8.02 -4.50
O -5.49 -5.87 -2.67
C -5.30 -4.79 -3.13
O -6.08 -4.21 -4.08
C -5.68 -2.85 -4.21
C -4.26 -2.88 -3.70
O -4.28 -3.97 -2.78
H -5.76 -2.52 -5.24
H -6.34 -2.23 -3.59
H -3.53 -3.09 -4.49
H -3.97 -1.95 -3.20
O -1.36 1.39 3.62
C -2.18 2.11 3.15
O -3.51 2.01 3.38
C -4.15 3.17 2.83
C -3.16 3.60 1.77
O -1.91 3.13 2.30
H -5.12 2.92 2.43
H -4.27 3.92 3.62
H -3.34 3.12 0.81
H -3.14 4.68 1.63
O 5.84 -4.59 2.58
C 6.18 -5.59 3.10
O 5.34 -6.53 3.60
C 6.11 -7.68 3.94
C 7.49 -7.10 4.16
O 7.47 -5.96 3.29
H 5.71 -8.16 4.83
H 6.07 -8.39 3.11
H 7.65 -6.76 5.18
H 8.28 -7.78 3.88
O 2.94 8.55 2.13
C 3.14 7.89 1.16
O 4.35 7.76 0.56
C 4.25 6.71 -0.41
C 2.77 6.68 -0.71
O 2.20 7.15 0.52
H 4.85 6.93 -1.29
H 4.60 5.78 0.03
H 2.49 7.37 -1.51
H 2.40 5.69 -0.95
*
```

Charges in e, computed with Mulliken, in the same order as the atoms: -0.76, -0.23, 0.04, -0.68, -0.46, -0.37, -0.22, -0.24, 0.30, 0.28, 0.41, 0.26, 0.31, 0.30, 0.15, 0.24, 0.34, 0.30, -0.59, 0.62, -0.38, -0.39, 0.26, -0.51, 0.37, 0.23, 0.14, -0.04, -0.56, 0.61, -0.38, -0.17, 1.20, -0.25, 0.03, 0.31, 0.18, -0.64, -0.48, 0.66, -0.28, -0.34, -0.37, -0.34, 0.29, 0.29, 0.28, 0.31, -0.51, 0.65, -0.33, -0.38, -0.01, -0.31, 0.31, 0.27, 0.25, 0.07, -0.55, 0.67, -0.35, -0.40, -0.09, -0.29, 0.31, 0.30, 0.09, 0.32, -0.49, 0.64, -0.26, -0.31, -0.35, -0.35, 0.28, 0.27, 0.26, 0.30, -0.54, 0.62, -0.32, -0.31, 0.00, -0.29, 0.30, 0.27, 0.18, 0.10



Entry 2:
Molecular formula: C26H38GeN5ORhSeSi
Method: DFT, wB97M-V/def2-TZVPD

orbital gap (spin up / spin down)	0.1811 / 0.1770	hartree
ΔE to the lowest compared entry with this formula, charge and spin	1.7338	eV

```
! RIJCOSX wB97M-V def2-TZVPD def2/J DEFGRID3
* xyz 2 1
Rh -0.24 -0.33 0.14
N -1.50 0.03 4.20
C -2.80 0.01 3.78
C -2.77 -0.15 2.43
N -1.47 -0.23 2.03
C -0.71 -0.12 3.11
C 0.72 -0.17 3.01
N 1.29 -0.28 1.82
C 2.64 -0.34 2.02
C 2.89 -0.26 3.36
N 1.67 -0.15 3.97
H -1.21 0.14 5.16
H -3.63 0.11 4.47
H -3.59 -0.21 1.74
H 3.34 -0.43 1.21
H 3.82 -0.27 3.91
H 1.53 -0.08 4.97
C 3.07 0.21 -2.73
Si 1.32 -0.41 -3.08
C 0.10 1.00 -3.37
C 1.13 -1.49 -4.60
N 0.82 -1.26 -1.58
C 1.15 -2.53 -1.35
C 2.16 -3.21 -2.10
C 2.48 -4.51 -1.84
C 1.81 -5.22 -0.83
C 0.82 -4.61 -0.09
C 0.49 -3.29 -0.33
O -0.52 -2.63 0.32
C -1.16 -3.30 1.38
C -0.59 -3.30 2.63
C -1.23 -3.97 3.67
C -2.43 -4.63 3.42
C -2.98 -4.63 2.15
C -2.35 -3.96 1.11
H 3.31 1.05 -3.37
H 3.82 -0.56 -2.89
H 3.16 0.54 -1.69
H -0.05 1.13 -4.45
H 0.46 1.95 -2.97
H -0.87 0.78 -2.93
H 1.53 -0.96 -5.46
H 0.07 -1.68 -4.80
H 1.63 -2.46 -4.54
H 2.70 -2.67 -2.86
H 3.25 -5.00 -2.42
H 2.07 -6.25 -0.63
H 0.30 -5.16 0.68
H 0.37 -2.81 2.78
H -0.79 -3.98 4.65
H -2.93 -5.15 4.23
H -3.90 -5.17 1.96
H -2.75 -3.96 0.11
C 0.53 5.25 -1.95
Ge -1.33 4.98 -1.35
C -2.08 6.66 -0.66
C -2.44 4.14 -2.73
C -1.35 3.68 0.23
Se -0.25 2.10 0.00
C 1.48 2.80 0.52
H 0.50 5.93 -2.81
H 1.00 4.32 -2.28
H 1.14 5.72 -1.18
H -2.15 7.36 -1.49
H -1.44 7.09 0.10
H -3.08 6.51 -0.25
H -2.43 4.78 -3.62
H -3.46 4.04 -2.39
H -2.05 3.16 -3.01
H -2.38 3.34 0.36
H -1.03 4.18 1.14
H 1.70 3.67 -0.09
H 2.21 2.02 0.34
H 1.48 3.08 1.57
*
```

Charges in e, computed with Mulliken, in the same order as the atoms: 0.14, -0.12, -0.47, -0.97, 0.54, 0.22, -0.32, 1.14, -0.77, -0.83, -0.10, 0.19, 0.46, 0.51, 0.49, 0.43, 0.19, -0.89, -0.41, -0.79, -1.10, 0.08, 0.53, -0.18, -1.17, -0.70, -0.65, 0.83, -0.05, -0.48, 0.29, -1.05, -0.58, -0.76, 0.01, 0.39, 0.36, 0.18, 0.59, -0.03, 0.24, 0.41, 0.33, 0.44, 0.40, 0.44, 0.44, 0.55, 0.68, 0.48, 0.45, 0.46, 0.51, -1.16, 0.54, -1.14, -0.95, -1.29, 0.91, -0.88, 0.40, 0.28, 0.36, 0.37, 0.37, 0.38, 0.38, 0.37, 0.22, 0.51, 0.49, 0.28, 0.18, 0.39



Entry 3:
Molecular formula: C26H38N2O4
Method: DFT, wB97M-V/def2-TZVPD

SMILES string	Cc1ccccc1OC[C@H](O)CN[C@H]1CC[C@H](NC[C@H](O)COc2ccccc2C)CC1
orbital gap	0.3371	hartree
ΔE to the lowest compared entry with this formula, charge and spin	1.0264	eV

```
! RIJCOSX wB97M-V def2-TZVPD def2/J DEFGRID3
* xyz 0 1
C 2.84 7.70 3.83
C 3.93 6.82 4.35
C 4.97 7.32 5.11
C 5.98 6.49 5.58
C 5.94 5.14 5.29
C 4.91 4.62 4.53
C 3.90 5.44 4.06
O 2.82 5.03 3.32
C 2.71 3.69 2.92
C 3.58 3.41 1.68
O 3.27 4.34 0.67
C 3.32 2.00 1.13
N 1.91 1.85 0.83
C 1.51 0.56 0.31
C 2.00 0.25 -1.11
C 1.50 -1.11 -1.57
C -0.03 -1.18 -1.55
N -0.42 -2.47 -2.08
C -1.83 -2.70 -2.33
C -2.55 -3.46 -1.19
O -1.84 -4.63 -0.86
C -3.99 -3.80 -1.60
O -3.92 -4.67 -2.70
C -5.07 -5.12 -3.27
C -6.35 -4.79 -2.84
C -7.46 -5.30 -3.49
C -7.30 -6.15 -4.57
C -6.03 -6.47 -5.01
C -4.90 -5.98 -4.38
C -3.52 -6.33 -4.83
C -0.53 -0.87 -0.13
C -0.02 0.49 0.34
H 2.88 7.76 2.74
H 2.93 8.71 4.23
H 1.87 7.29 4.09
H 5.00 8.38 5.33
H 6.79 6.90 6.17
H 6.72 4.49 5.65
H 4.90 3.56 4.32
H 1.66 3.55 2.64
H 2.95 2.99 3.73
H 4.64 3.50 1.95
H 3.08 5.18 1.11
H 3.60 1.26 1.89
H 3.98 1.86 0.26
H 1.65 2.59 0.18
H 1.91 -0.20 1.00
H 3.09 0.27 -1.14
H 1.64 1.03 -1.78
H 1.85 -1.32 -2.58
H 1.90 -1.89 -0.92
H -0.43 -0.42 -2.24
H -0.06 -3.22 -1.50
H -1.91 -3.32 -3.23
H -2.33 -1.75 -2.52
H -2.57 -2.86 -0.28
H -1.92 -5.23 -1.61
H -4.53 -2.88 -1.86
H -4.50 -4.29 -0.76
H -6.49 -4.14 -1.99
H -8.44 -5.04 -3.14
H -8.17 -6.54 -5.08
H -5.90 -7.13 -5.86
H -2.95 -5.42 -5.02
H -3.00 -6.88 -4.05
H -3.55 -6.93 -5.73
H -0.18 -1.65 0.55
H -1.62 -0.86 -0.11
H -0.37 0.69 1.35
H -0.42 1.27 -0.31
*
```

Charges in e, computed with natural (NBO), in the same order as the atoms: -0.62, -0.09, -0.18, -0.24, -0.20, -0.32, 0.37, -0.53, -0.10, 0.07, -0.73, -0.23, -0.64, -0.04, -0.42, -0.39, -0.04, -0.63, -0.24, 0.06, -0.72, -0.09, -0.54, 0.38, -0.31, -0.20, -0.24, -0.18, -0.09, -0.62, -0.42, -0.40, 0.22, 0.21, 0.23, 0.21, 0.21, 0.21, 0.21, 0.22, 0.18, 0.17, 0.48, 0.19, 0.18, 0.37, 0.18, 0.21, 0.19, 0.22, 0.19, 0.18, 0.37, 0.20, 0.19, 0.18, 0.47, 0.18, 0.19, 0.22, 0.21, 0.21, 0.21, 0.22, 0.22, 0.21, 0.20, 0.20, 0.22, 0.19



Entry 4:
Molecular formula: C26H38N4O7P2
Method: DFT, wB97M-V/def2-TZVPD

SMILES string	CC(C)CN1C(=O)c2c(C[C@@H](C)O)c(P(C)C)c(P(C)C)c(-c3cccnc3)c2C1=O.C[N+](=O)[O-].C[N+](=O)[O-]
orbital gap	0.2449	hartree
ΔE to the lowest compared entry with this formula, charge and spin	0.8099	eV

```
! RIJCOSX wB97M-V def2-TZVPD def2/J DEFGRID3
* xyz 0 1
C -2.75 -1.80 -1.60
C -3.77 -0.84 -2.25
C -3.10 -0.02 -3.39
C -4.57 0.02 -1.27
N -3.79 0.66 -0.20
C -3.50 -0.04 0.99
O -4.40 -0.48 1.68
C -1.99 -0.02 1.17
C -1.20 -0.70 2.02
C -1.92 -1.64 2.98
C -1.96 -1.03 4.44
C -1.49 -2.00 5.54
O -1.25 0.20 4.52
C 0.20 -0.47 1.99
P 1.29 -1.39 3.13
C 0.77 -3.18 3.23
C 3.03 -1.57 2.58
C 0.66 0.52 1.09
P 2.40 1.09 0.93
C 3.51 0.02 -0.08
C 3.14 1.77 2.47
C -0.23 1.20 0.24
C 0.25 2.27 -0.71
C 0.95 1.94 -1.87
C 1.34 3.04 -2.62
C 1.03 4.31 -2.20
N 0.33 4.67 -1.12
C -0.02 3.58 -0.43
C -1.57 0.94 0.25
C -2.72 1.50 -0.56
O -2.74 2.45 -1.30
H -1.81 -1.31 -1.31
H -2.59 -2.66 -2.25
H -3.20 -2.18 -0.66
H -4.50 -1.48 -2.76
H -3.67 0.90 -3.56
H -3.00 -0.63 -4.29
H -2.10 0.25 -3.02
H -5.12 0.81 -1.79
H -5.34 -0.59 -0.77
H -2.96 -1.69 2.68
H -1.56 -2.67 2.96
H -3.00 -0.77 4.67
H -2.15 -1.87 6.41
H -0.47 -1.79 5.89
H -1.58 -3.05 5.22
H -0.46 0.10 5.06
H 1.65 -3.83 3.30
H 0.08 -3.37 4.05
H 0.29 -3.44 2.27
H 3.07 -1.92 1.54
H 3.44 -2.41 3.17
H 3.68 -0.72 2.77
H 2.98 -0.76 -0.63
H 4.24 -0.50 0.55
H 4.10 0.63 -0.76
H 2.65 1.41 3.39
H 4.22 1.59 2.47
H 2.99 2.85 2.46
H 1.18 0.91 -2.12
H 1.89 2.90 -3.55
H 1.39 5.14 -2.81
H -0.60 3.78 0.48
C -2.56 2.59 -6.98
N -2.96 1.29 -6.37
O -4.09 1.19 -5.95
O -2.11 0.42 -6.33
H -3.41 3.26 -6.94
H -1.73 2.98 -6.40
H -2.27 2.39 -8.00
C 7.39 -2.33 -0.50
N 6.65 -1.18 0.08
O 6.36 -1.23 1.26
O 6.40 -0.26 -0.67
H 7.55 -3.07 0.28
H 6.79 -2.74 -1.30
H 8.34 -1.95 -0.88
*
```

Charges in e, computed with Mulliken, in the same order as the atoms: -1.51, 0.89, -1.21, -1.61, 0.35, -0.42, -0.62, 0.34, 0.57, -2.20, 0.30, -1.52, -0.61, 0.79, 0.42, -1.16, -0.95, 0.39, 0.66, -0.82, -1.21, -0.60, -0.28, -0.01, -0.96, -0.38, -0.68, -0.06, 0.46, -0.20, -0.57, 0.17, 0.55, 0.32, 0.60, 0.34, 0.51, 0.05, 0.36, 0.45, 0.53, 0.80, 0.54, 0.36, 0.38, 0.37, 0.38, 0.49, 0.12, 0.39, 0.30, 0.49, 0.26, 0.48, -0.21, 0.47, 0.37, 0.38, 0.35, 0.56, 0.39, 0.38, 0.45, -0.76, 0.91, -0.52, -0.50, 0.32, 0.28, 0.29, -0.79, 0.86, -0.51, -0.50, 0.31, 0.31, 0.29



Entry 5:
Molecular formula: C26H38N5S2Si2V
Method: DFT, wB97M-V/def2-TZVPD

orbital gap (spin up / spin down)	0.1708 / 0.2110	hartree
ΔE to the lowest compared entry with this formula, charge and spin	0.6415	eV

```
! RIJCOSX wB97M-V def2-TZVPD def2/J DEFGRID3
* xyz -1 4
V 0.45 -0.54 -0.04
C 4.44 1.40 0.76
C 4.19 2.14 1.93
C 2.93 2.15 2.46
C 1.90 1.40 1.85
N 2.17 0.61 0.75
C 3.40 0.67 0.23
C 0.54 1.41 2.26
C 0.07 2.06 3.43
C -1.26 2.03 3.74
C -2.15 1.33 2.89
C -1.64 0.69 1.79
N -0.34 0.73 1.45
H 5.41 1.39 0.29
H 4.97 2.73 2.39
H 2.71 2.75 3.33
H 3.55 0.10 -0.68
H 0.76 2.57 4.08
H -1.62 2.52 4.63
H -3.21 1.26 3.11
H -2.27 0.11 1.13
C -1.43 1.52 -2.02
Si -2.30 -0.14 -1.85
C -4.03 0.29 -1.22
C -2.49 -0.85 -3.59
N -1.39 -1.11 -0.80
C -1.72 -2.40 -0.43
C -2.90 -3.06 -0.78
C -3.17 -4.36 -0.35
C -2.26 -5.02 0.45
C -1.07 -4.38 0.80
C -0.76 -3.09 0.38
N 0.42 -2.39 0.67
Si 1.77 -2.92 1.61
C 1.81 -4.70 2.25
C 3.34 -2.84 0.58
C 1.96 -1.89 3.16
H -2.07 2.21 -2.59
H -0.47 1.44 -2.53
H -1.25 1.98 -1.04
H -4.60 0.83 -1.99
H -3.97 0.94 -0.34
H -4.61 -0.59 -0.94
H -3.04 -0.16 -4.24
H -3.00 -1.81 -3.59
H -1.50 -1.00 -4.02
H -3.62 -2.55 -1.41
H -4.10 -4.84 -0.65
H -2.45 -6.03 0.80
H -0.37 -4.92 1.43
H 1.72 -5.45 1.46
H 1.05 -4.90 3.01
H 2.79 -4.84 2.72
H 3.30 -3.60 -0.21
H 4.22 -3.05 1.20
H 3.48 -1.88 0.10
H 1.02 -1.88 3.72
H 2.23 -0.85 2.95
H 2.73 -2.32 3.81
C 1.41 -0.47 -1.95
H 0.74 -0.85 -2.73
H 2.30 -1.11 -1.94
H 1.74 0.55 -2.23
S 2.01 3.77 -0.96
C 0.85 4.30 -1.97
N -0.38 4.74 -1.61
C -1.19 5.38 -2.63
C -0.76 4.73 -3.94
S 1.01 4.38 -3.72
H -0.56 4.86 -0.63
H -1.00 6.46 -2.66
H -2.25 5.21 -2.43
H -0.92 5.38 -4.80
H -1.28 3.79 -4.10
*
```

Charges in e, computed with Mulliken, in the same order as the atoms: -0.08, -1.14, -0.61, -0.92, -0.11, 1.23, -0.56, 0.90, -1.32, -0.42, -1.23, -0.35, 1.09, 0.41, 0.39, 0.32, 0.31, 0.35, 0.41, 0.45, 0.46, -0.80, -0.06, -1.30, -1.24, 0.78, 0.62, -0.65, -0.97, -0.91, -0.83, 0.97, 1.00, -0.26, -1.38, -0.78, -0.75, 0.24, 0.18, 0.15, 0.43, 0.30, 0.35, 0.36, 0.30, 0.30, 0.13, 0.36, 0.37, 0.19, 0.33, 0.35, 0.34, 0.30, 0.33, 0.17, 0.26, 0.07, 0.48, -1.26, 0.18, 0.47, 0.31, -0.21, 0.07, -0.09, -0.69, -0.40, -0.13, 0.23, 0.35, 0.32, 0.40, 0.18



Entry 6:
Molecular formula: C26H39ClN3NiO4Te
Method: DFT, wB97M-V/def2-TZVPD

orbital gap (spin up / spin down)	0.1896 / 0.1882	hartree

```
! RIJCOSX wB97M-V def2-TZVPD def2/J DEFGRID3
* xyz -1 3
O -3.01 1.77 -0.17
C -3.18 1.14 -1.25
C -3.88 -0.20 -1.28
C -3.77 -1.15 -0.25
H -2.83 -1.22 0.37
C -4.82 -2.05 -0.08
H -4.81 -2.76 0.74
C -5.91 -2.00 -0.97
H -6.77 -2.66 -0.82
C -5.94 -1.13 -2.04
H -6.73 -1.12 -2.78
C -4.92 -0.24 -2.24
H -4.86 0.45 -3.07
H -2.99 1.57 -2.33
C -0.93 1.46 -3.50
C -1.01 0.33 -2.57
H -1.44 1.30 -4.46
H 0.15 1.62 -3.67
H -1.29 2.39 -3.09
C -1.18 -0.98 -2.81
C -1.09 -1.43 -4.20
H -1.45 -1.65 -2.05
H -2.04 -1.46 -4.74
H -0.64 -2.41 -4.30
H -0.48 -0.72 -4.74
Ni 0.89 -0.11 -1.81
Cl 1.34 -2.24 -2.35
C 3.75 -0.88 -0.38
O 3.30 0.23 -0.62
N 4.65 -1.14 0.61
C 5.41 -0.04 1.20
C 5.26 -2.46 0.68
H 3.40 -1.80 -0.93
H 4.80 0.87 1.22
H 6.34 0.10 0.64
H 5.70 -0.33 2.22
H 4.50 -3.23 0.53
H 5.73 -2.58 1.65
H 6.04 -2.54 -0.08
H -3.63 1.08 3.73
H -1.94 -0.75 4.33
C -3.30 0.65 2.77
C -1.22 -0.44 3.55
N -1.85 0.59 2.73
H -3.65 1.25 1.94
C -1.13 1.62 2.22
O 0.10 1.64 2.01
H -0.30 -0.07 4.03
H -1.77 2.49 1.97
H -3.71 -0.36 2.69
H -0.98 -1.33 2.94
H 2.63 4.92 -1.36
H 0.68 5.73 0.11
C 1.88 4.37 -1.93
C 0.03 5.11 -0.51
N 0.76 3.98 -1.06
H 2.31 3.48 -2.38
C 0.43 2.71 -0.82
O 1.08 1.76 -1.36
H -0.83 4.78 0.09
H -0.45 2.51 -0.16
H 1.50 5.06 -2.69
H -0.32 5.75 -1.32
Te 0.09 -1.57 0.41
C 1.56 -2.11 1.71
C 2.15 -1.09 2.49
C 3.03 -1.47 3.49
C 3.33 -2.82 3.74
C 2.71 -3.80 2.97
C 1.81 -3.48 1.96
H 1.88 -0.04 2.30
H 3.50 -0.70 4.08
H 4.06 -3.08 4.52
H 2.95 -4.84 3.16
H 1.31 -4.24 1.34
*
```

Charges in e, computed with Mulliken, in the same order as the atoms: -0.56, -0.08, 0.66, 0.45, 0.35, -1.03, 0.45, -0.43, 0.34, -0.55, 0.37, -0.68, 0.40, 0.04, -1.47, 0.78, 0.37, 0.60, 0.32, -0.73, -1.55, 0.76, 0.31, 0.37, 0.31, 0.02, -0.49, -0.04, -0.69, 0.60, -1.08, -1.10, 0.39, 0.23, 0.34, 0.35, 0.33, 0.34, 0.32, 0.35, 0.43, -1.14, -0.92, 0.55, 0.37, -0.32, -0.55, 0.34, 0.49, 0.37, 0.05, 0.34, 0.33, -1.03, -0.95, 0.30, 0.25, 0.80, -0.52, 0.23, -0.35, 0.33, 0.34, 0.01, 0.43, -0.28, -0.68, -0.63, -0.44, -0.67, 0.42, 0.43, 0.35, 0.31, 0.34



So what do the calculations give for M? Going down the list: 752.0 719.2 442.6 580.6 591.9 679.4 g mol⁻¹.
So what do the calculations give for E? Going down the list: -3183.740964 -6240.425564 -1423.995005 -2441.682726 -3606.901821 -3715.793221 Eh.